1.
CH4FIP2 | the ωB97M-V functional and the def2-TZVPD basis

Summary:
Relative energy (zero: lowest compared OMol25 entry of this formula, charge and spin) = 223.1 kJ/mol
LUMO energy = 0.164 eV
Highest occupied orbital energy = -9.27 eV
Frontier orbital gap = 9.430 eV
E_tot = -30496.27205 eV

The geometry in ORCA input format:
```
! wB97M-V def2-TZVPD RIJCOSX def2/J DEFGRID3
* xyz 0 1
C -0.26959 0.50226 -1.11795
F -1.74369 0.28873 -1.11075
P 0.13268 -1.43672 1.17017
P 0.33769 0.64473 0.62988
I 0.12184 2.29825 -2.21751
H 0.10468 -0.34592 -1.69061
H -1.12900 -1.24599 1.73979
H 0.77550 -1.21570 2.39685
H 1.66990 0.51034 0.20013
*
```



2.
C29H39N3OP2Ti | the ωB97M-V functional and the def2-TZVPD basis

Summary:
LUMO energy (alpha / beta) = -3.104 / -3.062 eV
Highest occupied orbital energy (alpha / beta) = -9.03 / -8.73 eV
Frontier orbital gap (alpha / beta) = 5.925 / 5.671 eV
E_tot = -78908.63649 eV

The geometry in ORCA input format:
```
! wB97M-V def2-TZVPD RIJCOSX def2/J DEFGRID3
* xyz 1 2
C -1.77891 3.43664 -3.85804
C -1.53809 2.13140 -3.44631
C -0.21417 1.62131 -3.46428
C 0.89397 2.47749 -3.62278
C 0.62738 3.78009 -4.15479
C -0.68205 4.26629 -4.26030
C 2.16653 1.93655 -3.15177
C 2.38005 0.52445 -3.52252
C 1.24019 -0.32301 -3.48966
C 1.35916 -1.74428 -3.46851
C 2.60337 -2.31012 -3.70113
C 3.74651 -1.47435 -3.94788
C 3.62340 -0.08937 -3.89436
H -2.80323 3.86009 -3.90140
H 1.42851 4.49003 -4.45125
H -0.86165 5.28886 -4.62241
H 3.01121 2.54787 -3.53568
H 2.76545 -3.40061 -3.69387
H 4.72004 -1.94764 -4.15397
H 4.55125 0.48905 -4.07523
N 0.00726 0.25804 -3.11031
Ti 0.12194 0.45714 -1.17752
C -2.61821 1.29476 -2.76959
H -2.57634 0.26029 -3.15308
H -3.61672 1.70292 -3.02416
C 0.18738 -2.58283 -3.00265
H -0.71006 -2.42741 -3.64171
H 0.41520 -3.67186 -3.06503
P -2.39182 1.27250 -0.90717
P -0.31042 -2.16260 -1.24733
C 0.86140 -3.21731 -0.24737
H 0.74745 -3.05408 0.83543
H 0.67966 -4.28837 -0.43805
H 1.92198 -3.01818 -0.48443
C -1.94276 -3.00360 -1.01470
H -1.87128 -4.10119 -1.11950
H -2.29127 -2.76747 0.02034
H -2.72939 -2.64397 -1.72316
C -2.80092 2.95947 -0.38324
H -3.84155 3.23109 -0.63958
H -2.68259 3.04976 0.70524
H -2.12731 3.69238 -0.85470
C -3.70104 0.20571 -0.23230
H -3.62651 0.27567 0.86399
H -4.70372 0.53386 -0.54999
H -3.55258 -0.84086 -0.53153
H 1.50168 1.95956 -2.05357
H -1.22970 1.10567 0.16618
C -1.88377 -1.96390 5.97804
C -0.92775 -0.80270 6.13693
N -0.36871 -0.37606 4.83939
C -0.06940 1.04987 4.72467
C 1.33384 1.47418 5.10842
C 0.49337 -1.27576 4.22101
O 0.66883 -2.40506 4.64037
C 1.20214 -0.82156 2.98272
C 2.55792 -1.12949 2.83540
C 3.14240 -0.74811 1.63522
C 2.39912 -0.18455 0.58159
N 1.03060 -0.11468 0.71582
C 0.46935 -0.30005 1.92988
H -2.66488 -1.71060 5.27058
H -2.34746 -2.13483 6.98021
H -1.36179 -2.85462 5.66308
H -1.46479 0.05621 6.57342
H -0.09589 -1.07705 6.79897
H -0.29279 1.30358 3.69390
H -0.74154 1.60769 5.39074
H 2.13336 1.13800 4.42647
H 1.29332 2.56595 5.10523
H 1.56908 1.13895 6.14317
H 3.12592 -1.67222 3.56219
H 4.20045 -0.95911 1.53015
H 2.82553 0.22951 -0.33890
H -0.58509 -0.07343 2.06697
*
```



3.
C3H8N2O | the ωB97M-V functional and the def2-TZVPD basis

Summary:
Relative energy (zero: lowest compared OMol25 entry of this formula, charge and spin) = 139.4 kJ/mol
SMILES = [H]/N=C/N.CC=O
LUMO energy = 1.033 eV
Highest occupied orbital energy = -8.98 eV
Frontier orbital gap = 10.016 eV
E_tot = -8267.88074 eV

The geometry in ORCA input format:
```
! wB97M-V def2-TZVPD RIJCOSX def2/J DEFGRID3
* xyz 0 1
H 3.15220 -0.05588 -1.11684
N 2.28505 -0.24046 -0.62698
C 2.24008 0.43831 0.44574
N 1.19881 0.44338 1.31157
H 3.04350 1.12512 0.72826
H 1.30276 0.99900 2.13936
H 0.44775 -0.23301 1.27619
C -2.28369 0.19374 -0.68246
C -1.61619 -1.12817 -0.42370
O -1.08142 -1.40033 0.61754
H -1.47396 0.80072 -1.10353
H -2.65273 0.66406 0.22866
H -3.03897 0.14550 -1.46370
H -1.52318 -1.75199 -1.33011
*
```